Run P
DFT (ωB97M-V with the def2-TZVPD basis set) results for one molecule with the formula C5H7NOS.

Each line ends with the natural charge from an NBO analysis.
Atoms and positions in Å:
C: 0.446 0.335 0.576  -0.28
C: -0.780 1.128 0.190  -0.42
C: -1.278 -0.189 -0.456  -0.07
C: -0.638 -0.862 0.866  -0.38
C: 1.062 -0.068 -0.829  0.68
H: 2.875 -0.007 0.561  0.24
H: -1.169 1.166 1.272  0.22
H: -0.431 2.067 -0.361  0.24
H: -2.316 -0.255 -1.027  0.24
H: -1.175 -0.553 1.823  0.21
H: -0.250 -1.897 0.895  0.23
H: -0.364 -0.956 -2.467  0.42
N: -0.181 -0.293 -1.417  -0.64
O: 2.277 -0.367 -1.088  -0.61
S: 1.923 0.750 1.462  -0.08

Results
gap between HOMO and LUMO: 9.28 eV
SMILES string: O=C1N[C@H]2C[C@]1(S)C2
E_HOMO: -8.752 eV

***

Run Q
DFT (ωB97M-V with the def2-TZVPD basis set) results for one molecule with the formula C5H7NOS.

Each line ends with the natural charge from an NBO analysis.
Atoms and positions in Å:
C: -0.204 -0.833 0.474  0.61
C: 0.528 0.326 0.144  -0.29
C: -0.195 0.918 -1.032  -0.44
C: -1.268 -0.112 -1.343  -0.07
C: 1.658 0.843 0.780  -0.29
H: 0.546 -1.336 2.265  0.41
H: -0.754 -2.342 1.681  0.40
H: 0.404 1.285 -1.895  0.24
H: -0.659 1.841 -0.671  0.21
H: -2.265 0.341 -1.325  0.19
H: -1.060 -0.537 -2.313  0.19
H: 2.029 0.231 1.613  0.18
N: 0.032 -1.744 1.453  -0.79
O: -1.232 -1.088 -0.291  -0.46
S: 2.440 2.207 0.461  -0.09

Results
gap between HOMO and LUMO: 8.04 eV
SMILES string: NC1=C(C=S)CCO1
E_HOMO: -7.740 eV

***

Run R
DFT (ωB97M-V with the def2-TZVPD basis set) results for a 2-piece molecular cluster, C5H7NOS overall.

Each line ends with the natural charge from an NBO analysis.
Atoms and positions in Å:
C: 0.714 -2.073 0.875  0.04
C: 1.045 -0.952 1.578  0.52
C: -1.171 -0.549 -0.965  -0.68
C: 0.700 1.273 -0.667  -0.68
C: -0.436 0.469 -0.110  -0.13
N: 0.282 -2.793 0.080  -0.31
O: 1.447 -0.325 2.452  -0.43
S: -1.252 1.109 1.219  0.12
H: -2.156 -0.358 -1.061  0.23
H: -0.751 -0.771 -2.011  0.23
H: -1.073 -1.541 -0.454  0.27
H: 0.636 1.337 -1.740  0.23
H: 0.772 2.330 -0.325  0.22
H: 1.648 0.721 -0.496  0.24
H: -0.405 2.124 1.625  0.14

Results
gap between HOMO and LUMO (alpha / beta): 6.38 / 6.40 eV
E_HOMO (alpha / beta): -6.847 / -6.849 eV

***

Energies relative to the minimum, eV: run P 3.162; run Q 0.000; run R 4.141

***

Run P
DFT (ωB97M-V with the def2-TZVPD basis set) results for one molecule with the formula C5H7NOS.

Each line ends with the natural charge from an NBO analysis.
Atoms and positions in Å:
C: -0.548 -0.860 -0.922  0.10
C: -0.175 0.631 -1.010  -0.39
C: 1.284 0.150 -1.175  -0.40
C: 0.865 -1.084 -0.334  -0.33
C: 0.874 -0.723 1.133  0.08
H: -1.783 -2.129 -0.169  0.47
H: -0.604 -1.283 -1.931  0.17
H: -0.634 1.262 -1.758  0.23
H: 2.080 0.806 -0.771  0.22
H: 1.484 -0.111 -2.204  0.21
H: 1.363 -2.049 -0.542  0.22
H: 1.366 -1.426 1.835  0.19
N: 0.371 0.341 1.622  -0.55
O: -1.685 -1.151 -0.185  -0.70
S: -0.387 1.442 0.595  0.45

Results
gap between HOMO and LUMO: 8.99 eV
SMILES string: O[C@@H]1[C@@H]2C=NS[C@H]1C2
E_HOMO: -8.382 eV

***

Run Q
DFT (ωB97M-V with the def2-TZVPD basis set) results for one molecule with the formula C5H7NOS.

Each line ends with the natural charge from an NBO analysis.
Atoms and positions in Å:
C: -1.670 -0.161 0.266  0.30
C: -0.948 0.726 -0.792  -0.32
C: 1.676 0.491 -0.698  -0.20
C: 0.901 0.062 0.470  -0.13
C: 0.415 -1.265 0.882  -0.07
H: -1.738 0.627 -1.614  0.26
H: -1.036 1.800 -0.445  0.21
H: 1.992 1.519 -0.484  0.19
H: 2.476 -0.104 -1.248  0.21
H: 0.680 0.914 1.159  0.20
H: 0.611 -2.022 0.098  0.21
H: 0.653 -1.695 1.930  0.21
N: 0.332 0.167 -0.855  -0.43
O: -1.008 -1.034 0.935  -0.48
S: -3.337 -0.022 0.395  -0.15

Results
gap between HOMO and LUMO: 9.07 eV
SMILES string: S=C1CN2C[C@@H]2CO1
E_HOMO: -8.372 eV

***

Run R
DFT (ωB97M-V with the def2-TZVPD basis set) results for C5H7NOS as an isolated structure.

Each line ends with the natural charge from an NBO analysis.
Atoms and positions in Å:
C: -0.498 -1.760 -0.760  -0.63
C: -0.856 -0.663 0.122  -0.13
C: -1.841 -0.739 0.941  -0.33
C: 0.011 0.572 0.222  0.53
C: 1.932 1.734 -0.265  -0.25
H: 0.581 -2.037 -0.525  0.23
H: -0.714 -1.426 -1.957  0.24
H: -1.006 -2.776 -0.388  0.22
H: -2.057 0.325 1.558  0.24
H: -2.370 -1.680 1.060  0.21
H: 2.822 1.166 0.002  0.19
H: 2.392 2.445 -1.107  0.20
N: -0.199 1.455 1.042  -0.65
O: 1.070 0.658 -0.730  -0.51
S: 0.734 2.726 0.784  0.45

Results
gap between HOMO and LUMO: 9.09 eV
E_HOMO: -8.289 eV

***

Energies relative to the minimum, eV: run P 0.000; run Q 2.003; run R 1.847

***

Run P
DFT (ωB97M-V with the def2-TZVPD basis set) results for a 3-piece molecular cluster, C2H12NO2 overall.

Each line ends with the natural charge from an NBO analysis.
Atoms and positions in Å:
C: 2.054 -1.234 1.301  -0.64
C: 0.590 -1.400 0.884  -0.17
N: -0.026 0.094 0.845  -0.71
H: 2.345 -2.106 1.852  0.26
H: 2.697 -0.972 0.467  0.24
H: 2.044 -0.490 2.112  0.21
H: 0.317 -1.707 -0.119  0.24
H: -0.100 -1.707 1.662  0.22
H: -0.081 0.418 -0.129  0.48
H: 0.648 0.689 1.321  0.42
H: -0.916 0.222 1.319  0.44
H: -1.507 3.043 -0.605  0.49
H: -2.440 2.064 -1.238  0.48
O: -1.790 2.127 -0.524  -0.97
H: 0.069 -0.356 -2.842  0.50
H: -1.313 0.026 -2.279  0.49
O: -0.377 -0.078 -2.046  -0.97

Results
gap between HOMO and LUMO: 12.46 eV
E_HOMO: -15.508 eV
net charge: +1

***

Run Q
DFT (ωB97M-V with the def2-TZVPD basis set) results for a 3-piece molecular cluster, C2H12NO2 overall.

Each line ends with the natural charge from an NBO analysis.
Atoms and positions in Å:
C: -0.791 -0.105 1.275  -0.40
N: -0.915 1.029 0.230  -0.50
C: -0.861 0.666 -1.280  -0.41
H: -1.579 -0.858 1.255  0.24
H: 0.145 -0.497 1.026  0.24
H: -0.798 0.253 2.242  0.22
H: -0.164 1.755 0.430  0.46
H: -1.763 1.418 0.456  0.41
H: -1.702 1.078 -1.752  0.23
H: -1.065 -0.471 -1.356  0.25
H: 0.121 0.966 -1.632  0.25
H: 0.215 -3.157 -0.666  0.48
H: 1.436 -2.501 -0.209  0.48
O: 0.494 -2.364 -0.250  -0.96
H: 2.755 1.025 -0.681  0.51
H: 2.454 0.692 0.860  0.49
O: 2.018 1.070 0.051  -1.00

Results
gap between HOMO and LUMO: 12.26 eV
E_HOMO: -15.345 eV
net charge: +1

***

Run R
DFT (ωB97M-V with the def2-TZVPD basis set) results for a 3-piece molecular cluster, C2H12NO2 overall.

Each line ends with the natural charge from an NBO analysis.
Atoms and positions in Å:
C: -0.091 -0.503 1.243  -0.49
N: -0.472 -0.511 -0.185  -0.53
C: 0.714 -0.544 -1.068  -0.46
H: -0.871 -0.571 2.076  0.26
H: 0.687 -1.284 1.496  0.24
H: 0.526 0.495 1.429  0.27
H: -1.036 0.359 -0.441  0.48
H: -1.096 -1.324 -0.432  0.44
H: 0.689 0.143 -1.959  0.26
H: 0.597 -1.407 -1.839  0.25
H: 1.573 -0.493 -0.433  0.25
H: 3.036 1.773 0.813  0.49
H: 2.376 1.635 2.178  0.48
O: 2.500 1.178 1.364  -0.96
H: -3.388 -0.414 -1.458  0.51
H: -3.113 1.143 -1.307  0.50
O: -2.633 0.326 -1.475  -0.99

Results
gap between HOMO and LUMO: 12.01 eV
E_HOMO: -15.281 eV
net charge: +1

***

Energies relative to the minimum, eV: run P 0.000; run Q 0.665; run R 1.129

***

Run P
DFT (ωB97M-V with the def2-TZVPD basis set) results for a 2-piece molecular cluster, C3H10N2O overall.

Each line ends with the natural charge from an NBO analysis.
Atoms and positions in Å:
C: -0.231 -1.536 0.216  -0.48
C: -0.500 -3.422 1.504  -0.09
N: -0.760 -2.183 1.423  -0.38
H: 0.861 -1.469 0.376  0.22
H: -0.840 -2.064 -0.586  0.21
H: -0.544 -0.526 0.072  0.20
H: 0.152 -3.957 0.770  0.14
H: -0.653 -3.826 2.500  0.18
H: 1.490 1.343 -1.345  0.47
N: -0.316 2.342 -1.467  -0.88
C: 0.409 2.447 -0.197  0.10
O: 1.667 1.794 -0.308  -0.71
H: 0.166 2.695 -2.283  0.36
H: -1.208 2.810 -1.379  0.37
H: -0.148 2.016 0.619  0.15
H: 0.456 3.535 0.082  0.13

Results
gap between HOMO and LUMO: 10.33 eV
SMILES string: C=NC.NCO
E_HOMO: -9.432 eV

***

Run Q
DFT (ωB97M-V with the def2-TZVPD basis set) results for one molecule with the formula C3H10N2O.

Each line ends with the natural charge from an NBO analysis.
Atoms and positions in Å:
C: 0.197 0.162 0.407  -0.27
C: 0.619 -0.827 1.507  -0.07
O: 1.686 -0.278 2.290  -0.73
N: -0.037 -0.583 -0.840  -0.63
C: -1.079 -0.079 -1.722  -0.03
N: -1.263 1.363 -1.704  -0.91
H: 1.024 0.872 0.317  0.19
H: -0.676 0.740 0.677  0.20
H: -0.159 -1.184 2.176  0.17
H: 1.028 -1.691 1.007  0.18
H: 1.372 0.273 3.013  0.47
H: 0.793 -0.521 -1.414  0.36
H: -2.038 -0.564 -1.531  0.17
H: -0.774 -0.310 -2.743  0.17
H: -2.194 1.746 -1.774  0.37
H: -0.640 2.035 -1.303  0.38

Results
gap between HOMO and LUMO: 9.54 eV
SMILES string: NCNCCO
E_HOMO: -8.590 eV

***

Energies relative to the minimum, eV: run P 1.662; run Q 0.000